No. 1
Density functional theory data (wB97M-V/def2-TZVPD) for the ion C5H6NO3S with charge -1 in a non-equilibrium geometry.

Results
**SMILES**: O=S(=O)=C([O-])[C@H]1CCC=N1
**E**: -23749.60049 eV
**Charge**: -1
**Strongest force on any atom**: 3.15 eV/Å

Each line ends with the Mulliken charge.
Element x y z (Å)
O1 0.06 -2.59 -3.01  -0.663
S1 -0.92 -1.47 -3.35  0.418
O2 -0.27 -0.13 -3.43  -0.649
C1 -1.61 -1.06 -1.62  0.273
O3 -2.69 -0.51 -1.50  -0.579
C2 -0.49 -1.29 -0.51  0.155
C3 0.44 -0.09 -0.55  -0.551
C4 -0.40 0.88 0.26  -0.641
C5 -1.12 0.00 1.21  -0.004
N1 -1.14 -1.22 0.82  -0.705
H1 0.01 -2.25 -0.86  0.432
H2 0.78 0.16 -1.64  0.266
H3 1.36 -0.17 0.10  0.286
H4 -0.99 1.45 -0.57  0.213
H5 0.11 1.55 0.89  0.474
H6 -1.48 0.44 2.24  0.275

---

No. 2
Density functional theory data (wB97M-V/def2-TZVPD) for a cluster of 3 separate species, C21H15FN2O13 in total in a non-equilibrium geometry.

Results
**SMILES**: [H]/N=C(/C)CC1=C(C(=O)NC(=O)F)C(=O)OC1=O.O=C1C=C(O)C(=O)C=C1O.O=C1C=C(O)C(=O)C=C1O
**E**: -54330.22156 eV
**Charge**: 0
**Strongest force on any atom**: 6.18 eV/Å

Each line ends with the Mulliken charge.
Element x y z (Å)
H1 1.91 -0.51 1.42  0.172
N1 1.99 -1.55 1.45  -0.775
C1 1.03 -1.99 2.24  0.836
C2 0.94 -3.58 2.52  -0.922
C3 0.01 -0.99 2.98  -0.886
C4 -0.96 -0.15 2.02  0.821
C5 -2.35 0.19 2.25  -0.006
C6 -3.24 -0.26 3.51  0.253
O1 -3.97 0.52 4.17  -0.535
N2 -3.16 -1.68 3.89  -0.155
C7 -3.38 -2.56 2.70  0.492
O2 -2.69 -3.60 2.60  -0.447
F1 -4.33 -2.25 1.69  -0.212
C8 -2.92 1.08 1.05  0.086
O3 -4.09 1.29 0.66  -0.514
O4 -1.68 1.65 0.54  -0.254
C9 -0.75 0.55 0.60  0.334
O5 0.05 0.16 -0.28  -0.363
H2 1.49 -3.80 3.52  0.348
H3 1.45 -4.20 1.71  0.276
H4 -0.16 -3.87 2.67  0.176
H5 -0.61 -1.59 3.73  0.380
H6 0.66 -0.21 3.55  0.390
H7 -3.93 -1.93 4.55  0.381
O6 0.91 -3.79 -0.65  -0.466
C10 1.10 -3.55 -1.84  0.894
C11 0.73 -4.50 -2.89  -1.101
C12 0.97 -4.21 -4.18  0.347
O7 0.63 -5.09 -5.17  -0.572
C13 1.60 -2.93 -4.58  0.927
O8 1.82 -2.71 -5.76  -0.619
C14 1.94 -1.97 -3.53  -0.818
C15 1.70 -2.25 -2.24  0.440
O9 2.01 -1.37 -1.26  -0.568
H8 0.28 -5.44 -2.59  0.437
H9 0.90 -4.65 -6.00  0.345
H10 2.38 -1.03 -3.83  0.454
H11 1.75 -1.81 -0.41  0.331
O10 0.39 4.72 1.79  -0.657
C16 0.53 4.98 0.60  0.959
C17 0.15 4.04 -0.46  -0.463
C18 0.33 4.35 -1.74  -0.037
O11 -0.02 3.49 -2.74  -0.547
C19 0.92 5.66 -2.15  0.804
O12 1.09 5.91 -3.33  -0.616
C20 1.28 6.61 -1.09  -0.980
C21 1.09 6.30 0.20  0.369
O13 1.42 7.17 1.19  -0.563
H12 -0.28 3.10 -0.15  0.713
H13 0.21 3.95 -3.57  0.353
H14 1.69 7.56 -1.39  0.408
H15 1.19 6.71 2.03  0.350

---

No. 3
Density functional theory data (wB97M-V/def2-TZVPD) for a structure of composition C4H5NO2 in a non-equilibrium geometry.

Results
**E**: -9806.76947 eV
**Charge**: 0
**Strongest force on any atom**: 8.27 eV/Å

Each line ends with the Mulliken charge.
Element x y z (Å)
C1 1.11 0.54 -1.69  0.313
C2 -0.74 0.31 1.21  0.011
C3 -0.53 -1.15 0.74  -0.394
C4 -0.82 -2.42 0.61  -0.232
H1 0.45 -0.56 -1.25  0.092
H2 0.74 2.52 -0.70  0.314
H3 -1.71 0.34 1.58  0.257
H4 -0.14 0.64 2.22  0.241
H5 -0.65 -3.44 0.31  0.383
N1 0.84 1.30 -0.49  -0.276
O1 1.90 0.80 -2.61  -0.493
O2 -0.45 1.13 0.06  -0.215

---

No. 4
Density functional theory data (wB97M-V/def2-TZVPD) for a structure of composition C3H3N in a non-equilibrium geometry.

Results
**E**: -4642.45897 eV
**Charge**: 0
**Strongest force on any atom**: 5.09 eV/Å

Each line ends with the Mulliken charge.
Element x y z (Å)
C1 -0.62 0.15 -0.07  -0.161
C2 0.38 0.85 -0.55  -0.321
C3 0.36 -0.78 0.60  -0.018
N1 1.36 -0.12 0.17  -0.408
H1 -2.42 -0.12 -0.19  0.207
H2 0.63 1.69 -1.15  0.352
H3 0.31 -1.67 1.20  0.349